(1)
{"formula": "H4NOP2", "method": "the ωB97M-V functional and the def2-TZVPD basis", "relative_energy_kcal_mol": 31.5, "energy_ev": -22174.97609, "lumo_energy_ev": [4.9, 3.8], "e_homo_ev": [-0.013, -3.264], "spin_multiplicity": 3, "charge": -1, "elements": ["N", "O", "P", "P", "H", "H", "H", "H"], "xyz": [[0.2290, -0.8447, -0.3076], [0.5119, -0.8332, -1.5545], [1.1614, 0.4410, 0.7223], [-1.4517, 0.2753, 0.0442], [0.4924, -0.1568, 1.8149], [2.3118, -0.1762, 1.0057], [-2.2891, -0.0037, -1.0375], [-0.9657, 1.2984, -0.6874]]}

(2)
{"formula": "C3H3Br9", "method": "the ωB97M-V functional and the def2-TZVPD basis", "relative_energy_kcal_mol": 4.4, "energy_ev": -633540.83845, "lumo_energy_ev": -0.1, "e_homo_ev": -10.312, "elements": ["C", "Br", "Br", "Br", "H", "C", "Br", "Br", "Br", "H", "C", "Br", "Br", "Br", "H"], "xyz": [[-3.4922, -1.5472, -2.6621], [-4.5865, -2.7290, -3.7051], [-4.5421, -0.1749, -1.8510], [-2.0760, -0.8130, -3.6944], [-3.0815, -2.1567, -1.8703], [0.7015, -1.5227, 0.9761], [-0.5597, -2.2060, -0.2931], [2.4828, -1.9942, 0.5186], [0.2582, -2.0744, 2.7513], [0.6353, -0.4436, 0.9541], [2.7509, 3.1623, 1.6926], [4.4573, 3.2097, 0.7990], [2.6876, 4.4121, 3.1311], [2.3315, 1.4052, 2.3051], [2.0327, 3.4724, 0.9481]]}

(3)
{"formula": "C31H66FIN3O12S", "method": "the ωB97M-V functional and the def2-TZVPD basis", "energy_ev": -83897.26405, "lumo_energy_ev": -2.7, "e_homo_ev": -9.941, "charge": 1, "elements": ["C", "C", "C", "O", "O", "C", "C", "C", "O", "C", "C", "C", "C", "C", "I", "O", "C", "C", "C", "C", "C", "C", "N", "S", "O", "O", "F", "C", "C", "O", "O", "H", "H", "H", "H", "H", "H", "H", "H", "H", "H", "H", "H", "H", "H", "H", "H", "H", "H", "H", "H", "H", "H", "H", "H", "H", "H", "H", "H", "H", "H", "H", "H", "H", "H", "H", "H", "C", "O", "C", "C", "N", "C", "C", "O", "C", "H", "H", "H", "H", "H", "H", "H", "H", "H", "H", "H", "H", "H", "H", "H", "C", "O", "C", "C", "N", "C", "C", "O", "C", "H", "H", "H", "H", "H", "H", "H", "H", "H", "H", "H", "H", "H", "H", "H"], "xyz": [[-3.8479, 1.8689, 0.0070], [-3.8187, 0.3729, -0.3754], [-2.8203, -0.2905, 0.5165], [-3.0801, -0.7612, 1.5777], [-1.5473, -0.2519, 0.0414], [-0.7438, -1.3667, 0.4048], [0.6875, -0.9246, 0.7431], [1.1762, -1.4244, 2.1113], [2.5074, -1.8909, 1.9066], [3.2707, -2.1078, 3.0604], [3.4003, -0.8310, 3.8921], [4.4413, -1.0439, 5.0081], [5.8743, -0.6265, 4.6963], [6.5250, -1.2044, 3.4443], [6.9629, -3.2911, 3.7148], [3.7717, 0.1522, 2.9984], [3.7494, 1.5101, 3.4344], [3.7115, 2.4035, 2.1974], [3.7409, 3.8728, 2.6151], [4.7319, 1.9984, 1.1256], [4.2474, 2.5760, -0.2173], [6.1605, 2.5358, 1.4185], [1.9620, -0.5479, 4.3909], [1.1697, -1.6654, 5.5178], [0.5299, -0.7959, 6.4179], [0.4825, -2.6177, 4.7527], [2.3721, -2.3076, 6.1889], [1.0794, -0.2920, 3.1489], [-0.3674, 0.0866, 3.5432], [-0.8613, 0.9970, 2.5849], [-0.6737, 2.3187, 3.1042], [-4.5105, 2.0326, 0.8533], [-4.1564, 2.4950, -0.8247], [-2.8591, 2.1979, 0.3323], [-3.5591, 0.2376, -1.4205], [-4.7737, -0.0781, -0.1223], [-1.1817, -1.8990, 1.2470], [-0.7155, -2.0555, -0.4397], [1.3655, -1.3605, 0.0112], [0.8000, 0.1542, 0.6389], [0.5418, -2.2710, 2.3799], [2.8915, -2.9421, 3.6631], [4.2571, -2.4020, 2.7129], [4.1348, -0.5532, 5.9374], [4.4589, -2.1061, 5.2528], [6.0199, 0.4542, 4.6777], [6.4683, -0.9705, 5.5443], [7.5012, -0.7498, 3.3162], [5.9353, -1.0845, 2.5436], [4.6130, 1.7760, 4.0497], [2.8561, 1.7637, 4.0222], [2.7207, 2.2342, 1.7514], [2.8434, 4.0869, 3.2006], [4.6108, 4.0971, 3.2281], [3.6915, 4.5263, 1.7492], [4.7716, 0.9234, 0.9636], [3.2023, 2.2861, -0.3636], [4.2587, 3.6647, -0.2137], [4.8068, 2.1723, -1.0562], [6.4275, 3.2974, 0.6897], [6.2399, 2.9436, 2.4235], [6.8809, 1.7285, 1.2913], [1.9693, 0.3392, 4.9078], [1.4514, 0.6085, 2.6651], [-1.0340, -0.7711, 3.6051], [-0.3450, 0.6259, 4.4919], [0.0102, 2.6866, 2.5247], [-8.3614, -3.6064, -3.5162], [-9.3827, -2.6373, -3.4039], [-10.2955, -2.8607, -2.3360], [-10.1312, -1.8235, -1.2476], [-8.8723, -1.9971, -0.5338], [-8.5310, -0.9058, 0.3722], [-8.3007, 0.4804, -0.2191], [-7.1409, 0.5885, -1.0267], [-7.2979, 0.1862, -2.3758], [-7.8396, -3.4204, -4.4535], [-7.6360, -3.5406, -2.6968], [-8.7745, -4.6189, -3.5414], [-10.1901, -3.8725, -1.9342], [-11.3029, -2.7681, -2.7503], [-10.9577, -1.9185, -0.5375], [-10.2076, -0.8363, -1.7238], [-8.1268, -2.1019, -1.2092], [-7.6129, -1.1954, 0.8909], [-9.3132, -0.8298, 1.1339], [-8.1385, 1.1638, 0.6186], [-9.1763, 0.8582, -0.7597], [-8.3041, 0.3932, -2.7468], [-7.0709, -0.8749, -2.5137], [-6.5844, 0.7556, -2.9726], [3.1248, 1.9328, -7.4716], [2.5700, 0.6657, -7.1774], [3.5245, -0.3728, -7.0030], [3.5829, -0.8235, -5.5601], [4.1742, 0.2005, -4.7074], [4.0567, -0.0553, -3.2785], [2.6610, -0.1203, -2.6660], [1.9596, 1.1092, -2.6499], [1.2819, 1.4308, -3.8548], [2.3022, 2.5914, -7.7435], [3.6460, 2.3667, -6.6105], [3.8201, 1.8762, -8.3136], [4.5116, -0.0653, -7.3597], [3.1962, -1.2179, -7.6137], [4.1874, -1.7328, -5.4939], [2.5574, -1.0769, -5.2574], [3.7382, 1.0895, -4.9144], [4.6009, 0.7420, -2.7664], [4.5769, -0.9915, -3.0493], [2.7860, -0.4001, -1.6140], [2.0439, -0.9035, -3.1236], [0.9219, 0.5363, -4.3681], [1.9131, 2.0108, -4.5324], [0.4248, 2.0504, -3.5919]]}